Record 1
This record from the OMol25 dataset describes an isolated ion of composition C15H36N2O3PSi and charge +1 at a distorted geometry. The level of theory is ωB97M-V/def2-TZVPD.

Frontier orbital gap ... 10.21 eV
DFT total energy ... -42423.056 eV
LUMO level ... -0.0975 hartree
Charge ... +1
SMILES ... CC(=O)OCCCCCCCC[N@H+](CCO[Si](C)(C)C)[PH2]=N

Element x y z (Å)
C (-0.8781, 1.3949, 3.6000)
C (-1.7494, 1.8189, 2.4530)
O (-1.9860, 2.9648, 2.1346)
O (-2.2331, 0.7477, 1.7747)
C (-3.4083, 0.9607, 0.9655)
C (-3.4889, -0.1786, -0.0357)
C (-3.6574, -1.5498, 0.6534)
C (-2.5036, -2.5406, 0.4042)
C (-1.8143, -3.0053, 1.6967)
C (-0.3376, -3.3568, 1.4768)
C (0.5968, -2.1617, 1.7177)
C (1.9715, -2.3476, 1.0628)
N (2.3076, -1.4309, -0.1137)
C (2.8824, -0.0909, 0.3423)
C (2.2423, 1.1773, -0.1794)
O (2.5922, 1.3199, -1.5373)
Si (1.8446, 2.5126, -2.4769)
C (2.7370, 2.6225, -4.1027)
C (0.0401, 2.0584, -2.6905)
C (1.9132, 4.1528, -1.6010)
P (0.9831, -1.4148, -1.3533)
N (0.6495, -2.8690, -1.7488)
H (-1.4753, 0.9179, 4.3746)
H (-0.1299, 0.6802, 3.2493)
H (-0.3669, 2.2743, 3.9901)
H (-4.2726, 0.9476, 1.6364)
H (-3.3542, 1.9307, 0.4754)
H (-2.5585, -0.1542, -0.6158)
H (-4.2888, 0.0388, -0.7441)
H (-3.7369, -1.3675, 1.7278)
H (-4.6074, -1.9866, 0.3370)
H (-1.7685, -2.1016, -0.2769)
H (-2.8876, -3.4232, -0.1121)
H (-1.8784, -2.2034, 2.4396)
H (-2.3461, -3.8714, 2.0958)
H (-0.0499, -4.1568, 2.1669)
H (-0.2020, -3.7505, 0.4668)
H (0.7754, -2.0962, 2.7946)
H (0.1169, -1.2161, 1.4463)
H (2.0375, -3.3631, 0.6679)
H (2.7799, -2.1920, 1.7756)
H (3.0569, -1.9214, -0.6012)
H (2.8948, -0.0752, 1.4325)
H (3.9198, -0.0750, 0.0016)
H (1.1574, 1.2149, -0.0190)
H (2.6697, 1.9817, 0.4321)
H (3.1124, 3.6402, -4.2356)
H (2.0655, 2.4072, -4.9352)
H (3.5916, 1.9465, -4.1485)
H (-0.4364, 2.8261, -3.3056)
H (-0.1210, 1.0932, -3.1752)
H (-0.4641, 2.0689, -1.7200)
H (2.9412, 4.5096, -1.5124)
H (1.4312, 4.1538, -0.6221)
H (1.3642, 4.8558, -2.2370)
H (0.0198, -0.7023, -0.6445)
H (1.4815, -0.5467, -2.3218)
H (0.8257, -3.0688, -2.7256)

***

Record 2
This record from the OMol25 dataset describes C15H36N4O7SZn as an isolated structure at a distorted geometry. The level of theory is ωB97M-V/def2-TZVPD.

Frontier orbital gap ... 8.49 eV
DFT total energy ... -95689.168 eV
LUMO level ... 0.0060 hartree

Element x y z (Å)
Zn (-0.6774, 0.0482, 0.0449)
S (-2.7190, 0.6095, 1.5496)
O (-2.5629, 0.6035, 0.0242)
O (-1.2869, 0.2798, 1.9502)
O (-3.0459, 1.9479, 2.0357)
O (-3.6669, -0.4142, 1.9419)
C (0.1599, -2.3979, 2.4297)
C (-1.0471, -2.6653, 1.5471)
N (-0.8457, -2.2478, 0.1350)
C (0.2610, -3.0264, -0.4691)
C (0.6017, -2.6523, -1.8830)
C (-2.1201, -2.3936, -0.5966)
C (-2.6229, -3.8130, -0.8132)
H (-0.1887, -2.2353, 3.4513)
H (0.6612, -1.4733, 2.1477)
H (0.9088, -3.1950, 2.4617)
H (-1.4079, -3.6950, 1.5841)
H (-1.8353, -2.0163, 1.9244)
H (1.0962, -2.9640, 0.2237)
H (-0.0569, -4.0819, -0.4456)
H (1.2064, -1.7515, -1.9593)
H (1.2107, -3.4452, -2.3346)
H (-0.2778, -2.5685, -2.5173)
H (-2.0067, -1.9941, -1.6047)
H (-2.8613, -1.8145, -0.0528)
H (-2.4670, -4.5038, 0.0185)
H (-2.1365, -4.3185, -1.6546)
H (-3.6946, -3.8055, -1.0140)
C (0.0679, 0.4592, -4.2999)
C (-0.5655, 0.9820, -3.0526)
O (-0.3301, 0.4179, -1.9832)
N (-1.3720, 2.0483, -3.1739)
C (-2.0520, 2.6706, -2.0569)
H (-0.3123, -0.5415, -4.5042)
H (1.1455, 0.3826, -4.1470)
H (-0.0560, 1.0540, -5.2062)
H (-1.4196, 2.4201, -4.1052)
H (-1.5265, 2.5084, -1.1226)
H (-3.0600, 2.2730, -1.9565)
H (-2.1014, 3.7504, -2.2042)
C (1.7727, 3.3228, 1.6929)
C (0.3913, 2.8197, 1.3703)
O (0.1979, 2.0482, 0.4188)
N (-0.6254, 3.2044, 2.1373)
C (-0.5593, 3.9508, 3.3753)
H (2.5099, 2.8580, 1.0400)
H (2.0899, 3.1581, 2.7196)
H (1.8042, 4.3959, 1.4803)
H (-1.5128, 2.7344, 1.9012)
H (-0.8198, 3.3148, 4.2183)
H (-1.2173, 4.8177, 3.3100)
H (0.4371, 4.3581, 3.5301)
C (2.7759, 0.9899, -1.3839)
C (2.6144, 0.1227, -0.1745)
O (1.5466, -0.3901, 0.1309)
N (3.7240, -0.0862, 0.5666)
C (3.6979, -0.8575, 1.7980)
H (2.6045, 0.3942, -2.2820)
H (3.7690, 1.4363, -1.4455)
H (2.0243, 1.7778, -1.3884)
H (4.5825, 0.3647, 0.3078)
H (3.1335, -1.7762, 1.6775)
H (3.3452, -0.2495, 2.6314)
H (4.7179, -1.1498, 2.0560)

***

Record 3
This record from the OMol25 dataset describes C15H37ClInO6 as an isolated structure. The level of theory is ωB97M-V/def2-TZVPD.

Frontier orbital gap ... 7.00 eV
DFT total energy ... -46132.337 eV
LUMO level ... 0.0780 hartree
Charge ... -1

Element x y z (Å)
C (-7.0635, 6.0780, 3.2730)
C (-7.9107, 4.8326, 3.1115)
Cl (-7.8443, 3.8919, 4.6621)
C (-7.5175, 3.9358, 1.9448)
In (-5.3416, 3.4571, 1.6733)
H (-6.0138, 5.8204, 3.3896)
H (-7.1751, 6.6818, 2.3719)
H (-7.3820, 6.6485, 4.1442)
H (-8.9514, 5.1488, 3.0160)
H (-8.0845, 3.0096, 2.0534)
H (-7.9144, 4.4198, 1.0467)
H (-4.3331, 4.0532, 3.0266)
H (-5.1376, 1.6892, 1.5938)
H (-4.7853, 4.2944, 0.1977)
C (-1.1499, 1.4357, 1.9303)
O (-0.7438, 1.4918, 0.5772)
C (-1.4987, 2.4660, -0.1336)
C (-0.8635, 2.7582, -1.4701)
O (0.2377, 3.6616, -1.4052)
C (1.4539, 3.1224, -0.9313)
C (2.2194, 2.3249, -1.9631)
O (1.6952, 1.0145, -2.0708)
C (2.2140, 0.3170, -3.1724)
H (-2.2168, 1.2058, 2.0181)
H (-0.5705, 0.6493, 2.4135)
H (-0.9563, 2.3869, 2.4389)
H (-1.5646, 3.3907, 0.4506)
H (-2.5166, 2.0859, -0.2839)
H (-1.6075, 3.2612, -2.0890)
H (-0.5748, 1.8280, -1.9655)
H (1.2965, 2.5229, -0.0311)
H (2.0677, 3.9865, -0.6649)
H (3.2764, 2.2662, -1.6613)
H (2.1602, 2.8348, -2.9337)
H (1.9535, 0.8043, -4.1200)
H (1.7711, -0.6770, -3.1588)
H (3.3063, 0.2234, -3.1030)
C (1.6127, -2.2767, 0.1236)
O (2.3839, -3.2823, -0.5078)
C (3.4614, -2.7297, -1.2377)
C (4.4575, -3.7997, -1.6176)
O (5.3522, -4.1455, -0.5704)
C (4.8396, -5.0143, 0.4252)
C (4.8279, -6.4692, 0.0163)
O (3.7038, -6.7547, -0.7939)
C (3.7996, -8.0185, -1.4028)
H (1.2116, -1.5589, -0.5995)
H (0.7856, -2.7689, 0.6299)
H (2.2108, -1.7324, 0.8634)
H (3.9665, -1.9605, -0.6391)
H (3.0665, -2.2609, -2.1482)
H (5.0907, -3.3986, -2.4119)
H (3.9409, -4.6817, -2.0032)
H (3.8450, -4.7009, 0.7503)
H (5.5242, -4.9153, 1.2702)
H (4.7913, -7.0960, 0.9196)
H (5.7534, -6.6969, -0.5291)
H (4.6632, -8.0692, -2.0774)
H (2.8909, -8.1745, -1.9803)
H (3.8869, -8.8166, -0.6550)

***

Record 4
This record from the OMol25 dataset describes C15H37ClO9P2S2Si2 as an isolated structure at a distorted geometry. The level of theory is ωB97M-V/def2-TZVPD.

Frontier orbital gap ... 9.03 eV
DFT total energy ... -103112.365 eV
LUMO level ... 0.0168 hartree

Element x y z (Å)
C (2.0234, 2.7840, 5.1780)
C (2.7145, 3.2997, 3.9306)
O (3.8252, 2.4364, 3.6153)
P (3.8320, 1.6654, 2.2157)
O (5.1641, 1.1481, 1.9906)
C (2.6830, 0.2703, 2.1899)
C (1.2068, 0.5086, 2.5564)
C (0.6559, -0.5117, 3.5645)
Si (-1.2096, -0.5997, 3.5063)
O (-1.7462, -1.5867, 2.2820)
Si (-2.2469, -3.1491, 2.6577)
P (-1.9721, 1.5011, 3.1360)
O (-3.5329, 1.2546, 2.7073)
Cl (-1.9618, 2.2599, 5.0752)
O (3.4759, 2.7580, 1.0925)
C (2.2317, 2.6221, 0.3795)
C (2.1141, 3.8113, -0.5598)
H (2.8068, 2.3539, 5.7902)
H (1.3447, 1.9725, 4.9612)
H (1.5343, 3.5725, 5.7326)
H (2.0316, 3.3847, 3.0919)
H (3.0646, 4.3012, 4.1479)
H (2.7722, -0.2403, 1.2436)
H (3.0967, -0.4104, 2.9243)
H (0.6261, 0.3966, 1.6448)
H (0.9951, 1.5078, 2.9096)
H (0.9790, -0.2625, 4.5715)
H (1.0826, -1.4878, 3.3500)
H (-1.8032, -1.0851, 4.7689)
H (-1.4136, -4.1496, 1.9650)
H (-2.1383, -3.4239, 4.1064)
H (-3.6323, -3.3314, 2.2368)
H (-3.7429, 1.9632, 2.0730)
H (1.3821, 2.6624, 1.0478)
H (2.2092, 1.7112, -0.2107)
H (3.1036, 4.0916, -0.8965)
H (1.7259, 4.6351, 0.0273)
H (1.4327, 3.6114, -1.3725)
C (-5.1443, -6.9708, -2.2546)
C (-6.2415, -6.7083, -1.2138)
C (-5.5590, -6.6121, 0.1571)
S (-3.8892, -6.0250, -0.1552)
O (-2.9579, -7.0600, 0.2120)
O (-3.7474, -4.6811, 0.3508)
C (-4.0260, -5.9823, -1.9388)
H (-5.5119, -6.8440, -3.2714)
H (-4.7758, -7.9936, -2.1546)
H (-6.7426, -5.7661, -1.4429)
H (-6.9987, -7.4905, -1.2191)
H (-6.0585, -5.9105, 0.8197)
H (-5.4802, -7.5843, 0.6390)
H (-3.0685, -6.2484, -2.3796)
H (-4.3009, -4.9671, -2.2227)
C (3.6724, 3.0344, -6.1072)
C (3.1004, 4.3904, -6.5428)
C (1.6551, 4.4635, -6.0323)
S (1.5910, 3.4312, -4.5624)
O (0.7243, 2.3098, -4.8190)
O (1.4124, 4.2586, -3.3945)
C (3.2893, 2.8731, -4.6393)
H (4.7512, 2.9870, -6.2437)
H (3.2223, 2.2349, -6.6991)
H (3.6896, 5.1937, -6.0970)
H (3.1399, 4.5173, -7.6232)
H (1.3622, 5.4746, -5.7629)
H (0.9500, 4.0535, -6.7523)
H (3.3483, 1.8481, -4.2815)
H (3.8801, 3.5282, -3.9998)

***

Record 5
This record from the OMol25 dataset describes C15H37CuNO6 as an isolated structure at a distorted geometry. The level of theory is ωB97M-V/def2-TZVPD.

2S+1 ... 2
Frontier orbital gap (spin up / spin down) ... 5.47 / 5.45 eV
⟨S²⟩ ... 0.75
DFT total energy ... -74563.813 eV
LUMO level (spin up / spin down) ... 0.1797 / 0.1796 hartree
Charge ... -2

Element x y z (Å)
Cu (-0.6513, 0.1905, 0.2943)
C (2.3452, -2.7651, 1.0916)
C (0.8707, -2.9522, 0.7444)
O (0.1815, -1.8284, 0.4304)
H (2.5012, -2.0844, 1.9347)
H (2.8847, -2.3474, 0.2342)
H (2.8606, -3.7153, 1.2978)
H (0.3477, -3.5166, 1.5501)
H (0.8100, -3.6391, -0.1356)
C (-1.2564, -0.0187, -3.7820)
C (-2.3275, -0.3167, -2.7323)
O (-1.9758, -0.3123, -1.4357)
H (-1.5695, -0.0431, -4.8308)
H (-0.5534, -0.8560, -3.6377)
H (-0.6325, 0.8540, -3.5664)
H (-2.7396, -1.3196, -3.0103)
H (-3.2108, 0.3470, -2.9185)
C (-0.5607, 4.1040, -1.0885)
C (-0.8442, 3.7629, 0.3794)
O (-1.1171, 2.4490, 0.6267)
H (-0.5513, 5.1962, -1.1981)
H (-1.3145, 3.6510, -1.7350)
H (0.4004, 3.6703, -1.3795)
H (-1.6985, 4.3891, 0.7244)
H (0.0249, 4.0938, 1.0071)
C (-4.0460, -0.8618, 3.1621)
C (-2.9986, -1.2205, 2.0946)
C (-3.7203, -1.8760, 0.9125)
O (-2.3124, -0.1114, 1.7161)
H (-4.8590, -0.2963, 2.6969)
H (-3.5683, -0.1983, 3.8895)
H (-4.4448, -1.7410, 3.6824)
H (-2.3307, -1.9915, 2.5450)
H (-4.4744, -1.1927, 0.4941)
H (-4.3482, -2.7312, 1.2127)
H (-3.0682, -2.0748, 0.0614)
C (0.3859, 0.5398, 3.5121)
O (0.7216, 0.6259, 2.1605)
C (2.0500, 1.0269, 1.9516)
C (2.3432, 0.8196, 0.4710)
N (1.1950, 1.2119, -0.3438)
C (1.5476, 1.2020, -1.7467)
C (2.0019, -0.1198, -2.3289)
O (3.4175, -0.2795, -2.1573)
C (3.8386, -1.5642, -2.4837)
H (1.1660, 0.2031, 4.2028)
H (-0.4909, -0.1025, 3.6265)
H (-0.0367, 1.4999, 3.8470)
H (2.7084, 0.4467, 2.6060)
H (2.1367, 2.1086, 2.1552)
H (2.5706, -0.2404, 0.3501)
H (3.2694, 1.3194, 0.1511)
H (0.8198, 2.1069, -0.0247)
H (2.3548, 1.9102, -2.0001)
H (0.6686, 1.4933, -2.3214)
H (1.8138, -0.0741, -3.4095)
H (1.4376, -0.9666, -1.9200)
H (3.4459, -1.9747, -3.4215)
H (3.6470, -2.3231, -1.7099)
H (4.9348, -1.5665, -2.4985)

***

Record 6
This record from the OMol25 dataset describes C15H37F12N9O18S3Y2 as an isolated structure at a distorted geometry. The level of theory is ωB97M-V/def2-TZVPD.

Frontier orbital gap ... 6.08 eV
DFT total energy ... -133622.466 eV
LUMO level ... -0.2483 hartree
Charge ... +2

Element x y z (Å)
Y (-4.1447, 1.4270, 2.2323)
Y (-2.2760, -3.1477, -0.9710)
C (-5.1568, 0.6801, -2.1933)
F (-6.2803, 1.3476, -2.1070)
F (-5.0418, 0.0963, -3.3887)
F (-4.1239, 1.5095, -2.0286)
S (-5.1526, -0.6471, -0.9060)
O (-4.0188, -1.5306, -1.1545)
O (-4.9673, 0.1090, 0.3458)
O (-6.4367, -1.2451, -0.9873)
C (-2.5604, -2.7851, 3.8059)
F (-3.0092, -2.6224, 5.0364)
F (-1.4635, -2.0460, 3.6260)
F (-2.2831, -4.0623, 3.6046)
S (-3.8141, -2.2249, 2.5693)
O (-5.0380, -2.8866, 2.8417)
O (-3.8971, -0.7578, 2.7542)
O (-3.1446, -2.5920, 1.3271)
C (-0.4267, 1.2028, -0.6683)
F (0.2498, 2.1158, 0.0325)
F (-1.3912, 1.8223, -1.3367)
F (0.3782, 0.5763, -1.4916)
S (-1.1822, 0.0538, 0.5651)
O (-1.3679, -1.1691, -0.1756)
O (-0.2762, -0.0627, 1.6797)
O (-2.4374, 0.6830, 0.9503)
C (1.1649, -3.8821, -1.8051)
O (1.4716, -4.2588, -0.4662)
O (-0.1301, -3.5370, -1.8642)
C (2.1890, -2.8144, -2.2730)
F (1.6658, -1.5852, -2.4426)
F (3.1788, -2.6752, -1.3918)
F (2.7488, -3.2053, -3.4249)
C (2.0811, -5.5337, -0.2465)
C (2.8018, -5.4833, 1.1014)
H (2.0714, -5.4148, 1.9190)
H (3.3755, -6.3903, 1.2758)
H (3.4103, -4.5820, 1.1672)
H (2.8934, -5.7333, -0.9493)
H (1.3071, -6.3026, -0.2563)
H (1.3088, -4.7479, -2.4671)
C (1.3621, 2.5184, -4.1295)
C (1.7211, 3.5161, -3.0312)
C (3.2290, 3.6078, -2.9156)
O (3.5505, 4.6055, -1.9882)
C (4.9336, 4.6270, -1.6527)
N (1.1326, 4.8238, -3.4176)
H (0.2843, 2.3970, -4.2205)
H (1.8998, 1.5823, -3.9484)
H (1.7112, 2.8412, -5.1161)
H (1.1771, 3.1937, -2.1417)
H (3.6199, 3.8947, -3.9018)
H (3.6279, 2.6135, -2.6692)
H (5.3072, 3.6121, -1.4894)
H (5.0480, 5.1796, -0.7221)
H (5.5022, 5.1274, -2.4407)
H (1.6350, 5.5204, -2.8698)
H (1.3760, 5.0276, -4.3830)
O (-2.6619, 3.2480, 1.6122)
H (-1.8072, 3.3071, 2.1248)
H (-2.6507, 4.0080, 1.0167)
O (-0.8772, -3.8817, 0.7043)
H (-0.0169, -3.9987, 0.2141)
H (-0.7161, -4.1879, 1.6039)
C (1.0100, 3.6000, 2.8888)
O (-0.2283, 3.6468, 2.8042)
N (1.8194, 3.8357, 1.8248)
N (1.6492, 3.1730, 4.0179)
H (1.4406, 3.9810, 0.9061)
H (2.8220, 3.8209, 1.8771)
H (1.1051, 2.8540, 4.7973)
H (2.6330, 2.9777, 4.0376)
C (-1.7425, 1.2452, 4.7724)
O (-2.5088, 1.5247, 3.8093)
N (-2.1348, 1.4437, 6.0566)
N (-0.5732, 0.6412, 4.5396)
H (-2.8472, 2.1379, 6.2114)
H (-1.4692, 1.3178, 6.8019)
H (0.0527, 0.4327, 5.2976)
H (-0.3259, 0.4399, 3.5761)
C (-1.6706, -1.1834, -4.0306)
O (-1.9415, -1.4579, -2.8369)
N (-0.4035, -1.1969, -4.5040)
N (-2.6486, -0.9445, -4.9457)
H (-0.2577, -0.8493, -5.4340)
H (0.3420, -1.3301, -3.8451)
H (-2.4803, -0.8323, -5.9282)
H (-3.5652, -0.7402, -4.5924)
C (3.1176, -1.3464, 1.5322)
O (4.1285, -2.0076, 1.3847)
N (1.9408, -1.6590, 0.8941)
N (3.0317, -0.4011, 2.5369)
H (1.1056, -1.1932, 1.2071)
H (1.9316, -2.5006, 0.3452)
H (2.1585, 0.0088, 2.8047)
H (3.8459, -0.3196, 3.1163)

***

Record 7
This record from the OMol25 dataset describes C15H37FGaO6 as an isolated structure at a distorted geometry. The level of theory is ωB97M-V/def2-TZVPD.

Frontier orbital gap ... 6.44 eV
DFT total energy ... -83527.730 eV
LUMO level ... 0.0835 hartree
Charge ... -1

Element x y z (Å)
C (-0.0207, 9.1704, -1.5734)
C (0.8583, 7.8736, -1.0906)
F (2.1142, 7.8695, -1.8757)
C (0.1215, 6.4216, -1.2802)
Ga (1.5545, 4.9564, -1.6568)
H (0.6820, 10.1284, -1.4606)
H (-0.3118, 9.0729, -2.7178)
H (-0.9950, 9.3589, -0.9337)
H (1.1487, 7.9836, 0.0375)
H (-0.6583, 6.3716, -2.1530)
H (-0.4208, 6.0896, -0.2767)
H (2.7868, 5.4977, -2.5760)
H (0.9575, 3.6893, -2.4783)
H (2.2082, 4.4452, -0.2878)
C (0.1182, -2.3183, -3.9756)
O (-0.6588, -1.8991, -2.8633)
C (0.1207, -1.3341, -1.8123)
C (-0.5198, -0.0511, -1.2697)
O (-0.5180, 1.0602, -2.1745)
C (-1.3701, 0.9575, -3.3261)
C (-2.8708, 0.9301, -3.0245)
O (-3.2455, -0.3044, -2.4184)
C (-4.2027, -0.1581, -1.3796)
H (0.5676, -3.2948, -3.7638)
H (-0.5468, -2.4075, -4.8395)
H (0.8949, -1.5897, -4.2215)
H (1.1488, -1.1185, -2.1414)
H (0.1704, -2.0765, -1.0117)
H (0.0755, 0.2737, -0.4084)
H (-1.5203, -0.2352, -0.8814)
H (-1.0688, 0.1183, -3.9515)
H (-1.1660, 1.8588, -3.9156)
H (-3.4345, 1.0227, -3.9586)
H (-3.1192, 1.7809, -2.3804)
H (-3.9784, 0.7001, -0.7399)
H (-4.1700, -1.0584, -0.7602)
H (-5.2023, -0.0576, -1.8092)
C (3.3222, -4.7579, 5.0071)
O (2.0101, -4.8826, 4.4782)
C (1.0100, -4.2975, 5.3082)
C (0.0141, -3.4721, 4.4852)
O (0.5493, -2.2779, 3.9009)
C (1.4988, -2.4484, 2.8370)
C (0.9381, -3.0785, 1.5593)
O (0.6478, -4.4598, 1.7584)
C (-0.5518, -4.8833, 1.1274)
H (3.4857, -5.5260, 5.7710)
H (4.0330, -4.9062, 4.1892)
H (3.4940, -3.7636, 5.4272)
H (1.4534, -3.6622, 6.0901)
H (0.4778, -5.1163, 5.7991)
H (-0.7745, -3.1341, 5.1676)
H (-0.4886, -4.0807, 3.7353)
H (2.3822, -2.9766, 3.1934)
H (1.8358, -1.4355, 2.5877)
H (1.6826, -3.0106, 0.7594)
H (0.0440, -2.5244, 1.2528)
H (-1.3541, -4.1501, 1.2487)
H (-0.8721, -5.8154, 1.6006)
H (-0.3666, -5.0680, 0.0665)